No. 1
42
Properties=species:S:1:pos:R:3 method="wB97M-V/def2-TZVPD" lumo_ha=-0.0057 smiles=CC#N.CC#N.CC#N.CC#N.CC#N.CC#N.CC#N homo_energy_ev=-11.161 e_above_lowest_kcal_mol=6.58 homo_lumo_gap_ev=11.008 e_tot_ha=-929.2798
C -12.71419 -10.49328 -17.05382
C -12.02801 -11.73134 -17.36597
N -11.49186 -12.72239 -17.60157
H -13.18812 -10.55001 -16.07321
H -13.44592 -10.30656 -17.83891
H -12.02417 -9.65226 -17.00271
C -18.17679 -9.30550 -6.73741
C -17.54013 -9.27137 -8.05085
N -17.04295 -9.24829 -9.08337
H -18.41299 -8.29096 -6.41926
H -17.47500 -9.70961 -6.00892
H -19.07564 -9.91271 -6.77852
C -15.44629 -9.52453 -11.96667
C -14.50106 -10.15141 -12.86931
N -13.73894 -10.64111 -13.57088
H -16.34311 -10.13126 -11.83543
H -15.72166 -8.53777 -12.32767
H -15.03153 -9.46411 -10.96236
C -14.29709 -13.55430 -15.08592
C -13.54670 -14.43006 -14.18859
N -12.96156 -15.12018 -13.47710
H -14.93272 -14.10886 -15.76692
H -13.58072 -12.90391 -15.57976
H -14.92552 -12.91456 -14.46420
C -21.34973 -11.17463 -11.92549
C -19.93945 -10.81207 -11.98637
N -18.82823 -10.52903 -12.03701
H -21.47933 -12.03922 -11.27540
H -21.73981 -11.38444 -12.91596
H -21.91952 -10.35921 -11.47643
C -13.23710 -7.63666 -9.39906
C -12.32383 -7.70410 -8.26461
N -11.59299 -7.77797 -7.38571
H -13.00334 -6.75749 -9.99681
H -14.28852 -7.61972 -9.12409
H -13.06791 -8.52649 -10.00960
C -19.21260 -7.19578 -10.82977
C -19.85469 -5.89040 -10.97543
N -20.35879 -4.87302 -11.08591
H -19.25317 -7.54179 -9.80415
H -18.19356 -7.17305 -11.19998
H -19.77969 -7.88680 -11.45652

No. 2
13
Properties=species:S:1:pos:R:3 method="wB97M-V/def2-TZVPD" lumo_ha=0.0327 smiles=N.O.O.O homo_energy_ev=-10.524 e_above_lowest_kcal_mol=1.45 homo_lumo_gap_ev=11.414 e_tot_ha=-285.8767
N 1.16307 1.00475 1.13858
H 1.98284 1.53149 0.86956
H 0.52137 1.28426 0.39632
H 0.88394 1.45290 2.00500
O 0.05445 1.15529 -1.75431
H -0.34935 1.80312 -2.32811
H -0.32929 0.28361 -1.89364
O -0.87751 -1.09076 1.63617
H -0.48834 -1.61551 2.34897
H -0.15241 -0.48743 1.36290
O -0.88540 -1.49420 -1.50821
H -0.13438 -2.09167 -1.52204
H -1.38899 -1.73586 -0.75116

No. 3
67
Properties=species:S:1:pos:R:3 method="wB97M-V/def2-TZVPD" lumo_ha=-0.2594 homo_energy_ev=-14.111 e_above_lowest_kcal_mol=22.72 total_charge=+2 homo_lumo_gap_ev=7.054 e_tot_ha=-1864.1158
Pd 0.70761 0.65893 0.01274
N -1.27053 -0.56444 1.94421
P -1.53454 0.20540 0.45114
C -2.38421 1.75582 0.77734
C -3.72067 1.73447 1.19249
C -4.37152 2.91839 1.48877
C -3.70211 4.13090 1.36025
C -2.38004 4.16137 0.94392
C -1.72067 2.97560 0.65426
C -2.70520 -0.83688 -0.40249
C -3.44774 -0.28260 -1.44954
C -4.35189 -1.06913 -2.14348
C -4.52735 -2.40226 -1.79155
C -3.78745 -2.95827 -0.75669
C -2.86517 -2.18353 -0.07042
C -0.17736 -0.14865 2.66119
C 0.02237 -0.54375 3.98622
C 1.11634 -0.07858 4.66829
C 1.99774 0.80172 4.03609
C 1.75487 1.14038 2.73628
N 0.69998 0.66225 2.02457
H -1.97708 -1.11105 2.41129
H -4.25528 0.79524 1.27923
H -5.40299 2.90010 1.81451
H -4.21900 5.05601 1.58040
H -1.86505 5.10767 0.84352
H -0.69073 3.00150 0.32719
H -3.33650 0.76343 -1.71105
H -4.92818 -0.64044 -2.95309
H -5.24652 -3.00973 -2.32584
H -3.92471 -3.99732 -0.48729
H -2.26955 -2.63895 0.71165
H -0.69461 -1.20390 4.45557
H 1.28484 -0.38270 5.69348
H 2.85147 1.21818 4.55099
H 2.39310 1.83997 2.22600
C 4.50634 0.80376 0.29163
Sb 2.90415 2.02354 -0.39217
C 3.55836 2.32651 -2.37698
C 3.34472 3.87337 0.53009
H 5.46609 1.23002 -0.00081
H 4.41027 -0.18464 -0.15821
H 4.47953 0.70096 1.37500
H 4.52276 2.83098 -2.33052
H 2.85524 2.93914 -2.93706
H 3.67965 1.36377 -2.86896
H 4.42454 4.00620 0.47891
H 3.01826 3.89017 1.56736
H 2.84993 4.67479 -0.01524
C 0.92283 -3.81735 -0.52767
C 1.00456 -2.89804 -1.73698
C -0.27022 -2.95862 -2.56842
C 2.21657 -3.24556 -2.60229
N 1.13795 -1.52732 -1.15262
N 1.15227 -0.36181 -1.98796
H 0.74782 -4.84339 -0.84989
H 0.10624 -3.51453 0.13116
H 1.85435 -3.80532 0.04540
H -0.47365 -3.98995 -2.85879
H -0.18073 -2.38584 -3.49572
H -1.12889 -2.59118 -2.00493
H 2.20220 -4.30078 -2.87863
H 3.15143 -3.06394 -2.06299
H 2.23006 -2.67532 -3.53528
H 2.01990 -1.53293 -0.65618
H 0.28826 -0.34353 -2.51573
H 1.92755 -0.39834 -2.64571

No. 4
116
Properties=species:S:1:pos:R:3 method="wB97M-V/def2-TZVPD" lumo_ha=0.0175 smiles="C[Si](C)(C)[C@@H]1COC(=O)C1.COCCOCCOC.COCCOCCOC.COCCOCCOC.COCCOCCOC" homo_energy_ev=-8.899 e_above_lowest_kcal_mol=11.01 homo_lumo_gap_ev=9.374 e_tot_ha=-2565.7616
C -5.23876 -6.06804 1.24817
Si -5.68930 -4.60545 0.13945
C -6.81628 -3.45977 1.14627
C -6.67385 -5.23180 -1.35356
C -4.16132 -3.66655 -0.47882
C -4.59360 -2.19570 -0.76231
O -3.97005 -1.79511 -1.98655
C -3.02890 -2.73720 -2.31098
O -1.96081 -2.46277 -2.81940
C -3.54411 -4.07437 -1.82827
H -5.93167 -6.87509 1.03460
H -5.38143 -5.78892 2.28670
H -4.21967 -6.41181 1.11908
H -6.99536 -3.91194 2.11649
H -6.36749 -2.49100 1.33500
H -7.77436 -3.34928 0.65425
H -7.70184 -4.90629 -1.21867
H -6.68682 -6.31327 -1.40379
H -6.33512 -4.80807 -2.29136
H -3.33947 -3.75013 0.22461
H -4.28621 -1.57922 0.07240
H -5.65559 -2.13547 -0.96804
H -2.65790 -4.69061 -1.71637
H -4.19041 -4.57476 -2.53709
C -1.53655 -3.85335 -5.78073
O -0.52661 -3.98054 -6.76244
C 0.21646 -2.80157 -7.00270
C 1.70711 -3.05643 -7.06986
O 2.31830 -3.44628 -5.85330
C 2.08165 -4.74068 -5.33032
C 2.71665 -5.88327 -6.09261
O 2.10276 -6.11043 -7.34880
C 2.99527 -6.30865 -8.42123
H -2.46303 -3.47033 -6.22460
H -1.73004 -4.84888 -5.37747
H -1.22824 -3.20523 -4.96290
H 0.01501 -2.04953 -6.23283
H -0.09402 -2.38572 -7.97084
H 2.17294 -2.09753 -7.31155
H 1.95508 -3.74094 -7.88363
H 1.01737 -4.91823 -5.16526
H 2.55927 -4.72462 -4.34707
H 2.60546 -6.79171 -5.48634
H 3.78624 -5.68211 -6.21591
H 3.86489 -5.64737 -8.35180
H 2.46108 -6.07699 -9.34249
H 3.33539 -7.34876 -8.46724
C -4.69078 5.83272 0.93914
O -3.78259 4.75607 0.86559
C -3.83419 3.85186 1.95192
C -3.81267 2.40445 1.50923
O -4.95964 1.95626 0.81028
C -5.18788 2.39069 -0.52150
C -4.23439 1.83599 -1.55549
O -2.92489 2.36072 -1.43082
C -1.90507 1.38999 -1.53357
H -4.28212 6.65450 1.53663
H -4.86034 6.19134 -0.07603
H -5.65199 5.52284 1.36061
H -4.72519 4.02768 2.56393
H -2.95208 4.01862 2.58489
H -3.80083 1.80534 2.42395
H -2.89356 2.17103 0.96758
H -5.25393 3.47844 -0.58382
H -6.17727 1.99653 -0.76772
H -4.61787 2.10227 -2.54897
H -4.21610 0.74417 -1.48187
H -2.19011 0.44923 -1.05165
H -1.02159 1.78264 -1.02774
H -1.65087 1.19579 -2.57990
C 1.42192 2.96899 2.45583
O 2.32818 1.89200 2.34967
C 2.31957 0.98908 3.43981
C 2.31474 -0.45808 2.99521
O 1.13586 -0.89046 2.34279
C 0.86585 -0.44759 1.02338
C 1.76323 -1.00350 -0.06008
O 3.08317 -0.49403 0.01296
C 4.10211 -1.45615 -0.14262
H 1.85164 3.79320 3.03592
H 1.21221 3.32597 1.44750
H 0.47801 2.65905 2.91520
H 1.45762 1.16977 4.09100
H 3.23137 1.15697 4.02932
H 2.36129 -1.06029 3.90651
H 3.20822 -0.69638 2.41518
H 0.81269 0.64178 0.97475
H -0.14036 -0.82086 0.81325
H 1.33545 -0.71427 -1.02845
H 1.76675 -2.09699 0.00046
H 3.85157 -2.39564 0.36063
H 5.00778 -1.05442 0.31168
H 4.30054 -1.65518 -1.20072
C 5.09066 2.89272 6.66527
O 5.62273 3.69719 5.63698
C 4.70790 4.04212 4.61226
C 4.77676 5.50621 4.23649
O 4.33941 6.41738 5.22826
C 5.13721 6.64370 6.37679
C 6.42388 7.40420 6.14214
O 7.38444 6.64324 5.43186
C 8.03991 7.33208 4.39096
H 5.12084 1.83181 6.39327
H 5.70517 3.04105 7.55333
H 4.06092 3.17405 6.90742
H 3.68122 3.79530 4.90540
H 4.95336 3.45254 3.71923
H 4.07424 5.64402 3.41021
H 5.76478 5.76949 3.85443
H 5.32044 5.71908 6.92715
H 4.51643 7.27789 7.01480
H 6.84424 7.66017 7.12327
H 6.19884 8.33560 5.61180
H 7.35469 7.98936 3.84627
H 8.42713 6.58802 3.69524
H 8.87920 7.92245 4.77340

No. 5
97
Properties=species:S:1:pos:R:3 method="wB97M-V/def2-TZVPD" lumo_ha=-0.1113 homo_energy_ev=-5.048 e_above_lowest_kcal_mol=106.78 homo_lumo_gap_ev=2.018 e_tot_ha=-2510.4624
Ba 2.31096 12.82649 12.01562
C 0.48371 9.73069 18.47252
O 1.55680 9.46743 17.53598
O 0.05540 10.96105 18.17176
C -0.56920 8.58523 18.34999
F -0.05529 7.40778 18.86411
F -1.69463 8.84386 19.05476
F -0.93213 8.29633 17.07015
C 2.45882 8.41059 17.77020
C 3.44259 8.38351 16.58538
H 4.38641 7.95057 16.91007
H 2.88972 7.85450 15.80532
H 3.61014 9.36111 16.12995
H 1.92411 7.45917 17.84643
H 3.01365 8.56704 18.70695
H 0.99282 9.65506 19.45449
C 2.73484 9.12382 12.82876
O 3.11730 9.13108 11.42283
O 2.71287 10.39925 13.21682
C 1.43291 8.29593 12.94046
F 0.89143 8.36967 14.13431
F 0.53039 8.67467 11.97702
F 1.66510 6.98065 12.66824
C 3.62708 7.96009 10.82816
C 4.29825 8.26400 9.48835
H 5.33975 8.55000 9.61825
H 4.22616 7.35223 8.89410
H 3.74848 9.00449 8.90415
H 2.89576 7.15579 10.71695
H 4.43622 7.54793 11.44274
H 3.47556 8.52770 13.38106
C 0.32906 4.75502 10.50026
O -0.89931 4.06191 10.27320
H 0.49152 5.46407 9.68813
H 0.43004 5.13716 11.51382
H 1.15039 4.02496 10.53359
H -0.82627 3.64618 9.40865
C 3.01003 4.09358 13.37096
O 2.99603 2.95847 12.51228
H 3.80004 4.78124 13.06459
H 2.03944 4.58823 13.36118
H 3.31387 3.86380 14.39554
H 2.59242 2.21630 12.96708
C -0.80100 5.69497 14.79855
O -2.23281 5.84113 14.63139
H -0.65381 4.68906 15.19994
H -0.33155 5.85932 13.82486
H -0.49058 6.44421 15.52216
H -2.47214 5.10158 14.06510
C -2.04470 9.57993 14.40110
O -0.83735 10.29239 14.26805
H -2.19077 9.07763 15.35486
H -2.91669 10.24254 14.32329
H -2.14915 8.78292 13.65366
H -0.80840 10.61007 13.36674
C 1.32054 10.58537 8.90168
O 2.24744 10.99449 9.92587
H 1.86639 10.11147 8.08588
H 0.59362 9.87893 9.29826
H 0.85768 11.49727 8.53259
H 2.53184 10.21855 10.47003
C 4.10111 4.37893 9.23439
O 4.78209 4.18174 10.46355
H 3.34070 3.59175 9.18498
H 3.58650 5.34717 9.19768
H 4.80288 4.30294 8.40590
H 4.15755 3.84440 11.11545
C 7.04022 9.34228 6.88459
O 6.83085 9.88402 5.59666
H 8.04945 8.96252 7.05187
H 6.93748 10.12821 7.64085
H 6.36632 8.53704 7.19354
H 6.43197 10.74675 5.71362
C 3.72130 7.60274 5.12440
O 3.61723 6.84063 6.34014
H 4.66960 8.14320 5.20621
H 3.71541 7.03736 4.19200
H 2.92710 8.34613 5.10909
H 4.43054 6.32581 6.34916
C -2.70545 6.68098 11.17134
O -2.67043 6.26330 9.83906
H -2.89409 5.85016 11.86766
H -1.84177 7.18883 11.61682
H -3.57715 7.30587 11.37743
H -2.00725 5.55769 9.76398
C 8.95495 7.91708 9.48419
O 8.74501 7.12907 10.62707
H 9.36967 7.35651 8.64033
H 7.97989 8.35275 9.24065
H 9.65276 8.75262 9.56322
H 8.42870 6.24229 10.45647
C 6.41570 8.63002 13.92892
O 5.98812 7.26961 13.93421
H 5.55997 9.29265 14.07040
H 7.28136 8.87282 14.53292
H 6.73660 8.79730 12.89254
H 5.28050 7.06450 13.32624

No. 6
12
Properties=species:S:1:pos:R:3 method="wB97M-V/def2-TZVPD" lumo_ha=-0.2844 homo_energy_ev=-15.212 e_above_lowest_kcal_mol=0.00 total_charge=+2 homo_lumo_gap_ev=7.474 e_tot_ha=-325.3495
H 2.32273 -4.31614 0.59652
C 2.99751 -3.45384 0.35617
C 2.31430 -2.36168 0.61293
O 1.82050 -1.39628 1.06363
Cs -0.86622 1.99547 1.16018
H 3.56325 -3.51414 -0.57527
O 7.17377 -3.82526 2.16713
C 6.22599 -4.48624 2.55758
C 5.45059 -5.32080 3.15542
H 6.96323 -2.93950 1.79327
H 5.10413 -5.09972 4.17188
H 5.23696 -6.27752 2.66370

No. 7
15
Properties=species:S:1:pos:R:3 method="wB97M-V/def2-TZVPD" lumo_ha=0.0259 smiles=OC1[C@@H]2COC[C@@H]12 homo_energy_ev=-9.284 e_above_lowest_kcal_mol=122.35 homo_lumo_gap_ev=9.990 e_tot_ha=-345.6100
O -2.61249 0.23294 -0.39302
C -1.46323 -0.15485 0.35423
C -0.15671 -0.64426 -0.33601
C 1.30257 -1.11841 -0.06626
O 1.89565 0.20150 -0.14619
C 0.91676 1.22547 -0.24686
C -0.18784 0.56166 0.52196
H -3.19399 -0.61479 -0.49502
H -1.89669 -0.65391 1.28664
H -0.31374 -0.27766 -1.40959
H 1.43422 -1.34453 0.93094
H 1.89410 -1.79562 -0.73070
H 1.53209 2.03707 0.24850
H 0.67922 1.70500 -1.16122
H 0.17006 0.64040 1.64260

No. 8
16
Properties=species:S:1:pos:R:3 method="wB97M-V/def2-TZVPD" lumo_ha=0.0277 smiles="C=CF.CCSO" homo_energy_ev=-8.649 e_above_lowest_kcal_mol=17.18 homo_lumo_gap_ev=9.403 e_tot_ha=-731.0377
C -0.92023 0.04703 2.97845
C 0.30434 0.51266 3.09291
F 0.99896 0.93035 2.02054
H -1.41479 -0.00926 2.02266
H -1.45962 -0.28818 3.84339
H 0.87711 0.60442 4.00188
C 0.26336 0.38823 -2.76045
C 0.75435 -0.50512 -1.63895
S -0.21588 -2.05945 -1.54874
O -1.11130 -1.78869 -0.17281
H 0.74372 1.36309 -2.70859
H 0.48530 -0.05893 -3.72709
H -0.81314 0.52581 -2.68278
H 0.63696 -0.03010 -0.66575
H 1.79725 -0.78673 -1.77900
H -0.65874 -2.17441 0.58600